Entry 1:
{
  "formula": "C17H39BFO2",
  "method": "the ωB97M-V functional and the def2-TZVPD basis",
  "homo_lumo_gap_ev": 7.1,
  "energy_ha": -946.417048,
  "charge": -1,
  "homo_ev": -4.169,
  "elements": ["F", "C", "C", "C", "B", "O", "C", "C", "O", "H", "H", "H", "H", "H", "H", "H", "H", "H", "H", "H", "C", "C", "C", "C", "C", "C", "H", "H", "H", "H", "H", "H", "H", "H", "H", "H", "H", "H", "H", "H", "C", "C", "C", "C", "C", "C", "H", "H", "H", "H", "H", "H", "H", "H", "H", "H", "H", "H", "H", "H"],
  "positions_angstrom": [[1.980, -2.248, -3.621], [2.034, -1.454, -2.463], [1.167, -0.205, -2.569], [0.029, -0.157, -1.534], [-1.273, -0.992, -2.018], [-2.119, -0.126, -2.908], [-3.431, -0.611, -2.779], [-3.339, -1.749, -1.744], [-2.241, -1.394, -0.951], [1.712, -2.086, -1.631], [3.093, -1.209, -2.331], [1.808, 0.682, -2.488], [0.740, -0.207, -3.574], [0.419, -0.480, -0.560], [-0.269, 0.895, -1.422], [-0.894, -2.051, -2.587], [-4.084, 0.192, -2.398], [-3.849, -0.956, -3.737], [-3.124, -2.691, -2.274], [-4.249, -1.848, -1.144], [-2.132, 3.451, -0.746], [-1.475, 4.781, -1.096], [-0.015, 4.627, -1.525], [0.901, 4.002, -0.471], [0.936, 4.738, 0.867], [1.441, 6.174, 0.763], [-1.640, 2.971, 0.101], [-3.184, 3.578, -0.485], [-2.074, 2.757, -1.588], [-1.548, 5.468, -0.246], [-2.024, 5.255, -1.914], [0.376, 5.605, -1.824], [0.022, 3.999, -2.419], [1.918, 3.957, -0.877], [0.603, 2.965, -0.302], [1.578, 4.181, 1.554], [-0.061, 4.735, 1.317], [2.447, 6.201, 0.338], [1.478, 6.654, 1.743], [0.795, 6.781, 0.125], [1.133, -3.157, 4.918], [0.961, -4.372, 4.013], [1.865, -4.348, 2.782], [1.634, -3.163, 1.841], [0.207, -3.024, 1.315], [-0.261, -4.216, 0.489], [0.880, -2.233, 4.397], [0.490, -3.224, 5.797], [2.166, -3.072, 5.264], [-0.084, -4.446, 3.700], [1.172, -5.280, 4.587], [1.730, -5.281, 2.228], [2.911, -4.340, 3.111], [2.315, -3.263, 0.989], [1.921, -2.235, 2.345], [0.146, -2.134, 0.689], [-0.490, -2.857, 2.142], [0.396, -4.373, -0.370], [-1.264, -4.032, 0.104], [-0.283, -5.138, 1.078]],
  "nbo_charge": [-0.392, 0.065, -0.436, -0.678, 0.626, -0.741, -0.070, -0.093, -0.732, 0.160, 0.137, 0.177, 0.227, 0.179, 0.195, -0.175, 0.131, 0.135, 0.146, 0.151, -0.619, -0.396, -0.398, -0.403, -0.398, -0.609, 0.203, 0.201, 0.234, 0.180, 0.195, 0.186, 0.212, 0.194, 0.223, 0.198, 0.194, 0.196, 0.200, 0.199, -0.609, -0.398, -0.394, -0.397, -0.409, -0.612, 0.208, 0.201, 0.193, 0.200, 0.190, 0.200, 0.188, 0.200, 0.193, 0.238, 0.185, 0.204, 0.236, 0.177]
}

***

Entry 2:
{
  "formula": "C17H39Cl8N3O6",
  "method": "the ωB97M-V functional and the def2-TZVPD basis",
  "homo_lumo_gap_ev": [8.9, 1.3],
  "energy_ha": -4967.635352,
  "e_above_lowest_kj_mol": 128.27,
  "charge": 1,
  "spin_multiplicity": 2,
  "homo_ev": [-12.134, -12.134],
  "elements": ["C", "C", "C", "C", "C", "C", "H", "H", "H", "H", "H", "H", "H", "H", "H", "H", "H", "H", "H", "H", "Cl", "C", "C", "Cl", "H", "H", "H", "H", "Cl", "C", "C", "Cl", "H", "H", "H", "H", "Cl", "C", "C", "Cl", "H", "H", "H", "H", "Cl", "C", "C", "Cl", "H", "H", "H", "H", "C", "N", "O", "O", "H", "H", "H", "C", "N", "O", "O", "H", "H", "H", "C", "N", "O", "O", "H", "H", "H"],
  "positions_angstrom": [[-25.882, 18.012, 7.824], [-25.705, 18.529, 6.386], [-24.336, 19.118, 6.019], [-24.215, 19.401, 4.505], [-22.831, 19.389, 4.036], [-22.617, 19.435, 2.522], [-24.989, 17.500, 8.182], [-26.696, 17.290, 7.763], [-26.025, 18.843, 8.515], [-25.834, 17.736, 5.649], [-26.443, 19.276, 6.093], [-23.667, 18.325, 6.354], [-24.206, 20.030, 6.602], [-24.842, 18.778, 3.867], [-24.588, 20.415, 4.360], [-22.265, 20.170, 4.543], [-22.368, 18.479, 4.418], [-23.115, 20.318, 2.122], [-21.605, 19.453, 2.119], [-23.172, 18.673, 1.975], [-26.752, 23.226, 9.124], [-25.476, 22.100, 8.729], [-24.777, 21.451, 9.995], [-24.187, 22.703, 11.129], [-24.803, 22.404, 7.927], [-26.012, 21.327, 8.178], [-23.911, 20.790, 9.967], [-25.579, 20.981, 10.564], [-19.360, 14.322, 9.696], [-17.706, 13.625, 9.778], [-17.871, 12.286, 10.425], [-16.207, 11.734, 10.685], [-17.110, 14.270, 10.425], [-17.244, 13.666, 8.792], [-18.408, 11.615, 9.755], [-18.276, 12.309, 11.437], [-21.177, 12.566, 12.623], [-21.864, 14.238, 12.708], [-21.131, 15.297, 13.535], [-21.669, 16.994, 13.372], [-22.827, 14.074, 13.191], [-22.047, 14.577, 11.688], [-20.058, 15.291, 13.340], [-21.283, 15.183, 14.608], [-21.035, 13.550, 5.445], [-20.814, 15.144, 4.783], [-21.175, 14.993, 3.346], [-19.824, 14.312, 2.436], [-19.776, 15.473, 4.828], [-21.400, 15.751, 5.472], [-21.471, 15.927, 2.869], [-22.061, 14.358, 3.320], [-21.864, 16.820, 9.893], [-21.678, 17.707, 8.687], [-20.918, 17.310, 7.815], [-22.171, 18.844, 8.679], [-21.071, 17.073, 10.597], [-21.691, 15.818, 9.501], [-22.863, 17.062, 10.257], [-17.959, 17.671, 8.642], [-16.748, 17.516, 7.830], [-16.902, 17.191, 6.660], [-15.662, 17.860, 8.238], [-17.747, 17.997, 9.660], [-18.658, 16.880, 8.369], [-18.388, 18.578, 8.216], [-24.126, 14.274, 7.676], [-23.646, 13.070, 8.306], [-24.486, 12.201, 8.461], [-22.554, 13.111, 8.846], [-23.613, 15.167, 8.034], [-25.198, 14.379, 7.841], [-24.029, 14.214, 6.592]],
  "lowdin_charge": [-0.082, -0.269, -0.212, -0.239, -0.300, -0.106, 0.042, 0.074, 0.061, 0.096, 0.111, 0.085, 0.107, 0.117, 0.124, 0.122, 0.082, 0.074, 0.069, 0.064, 0.588, -0.692, -0.623, 0.521, 0.071, 0.031, 0.042, 0.053, 0.584, -0.654, -0.683, 0.592, 0.068, 0.078, 0.080, 0.048, 0.547, -0.625, -0.626, 0.570, 0.067, 0.031, 0.064, 0.063, 0.899, -0.594, -0.622, 0.832, 0.105, 0.085, 0.115, 0.083, 0.011, -0.403, 0.003, 0.060, 0.072, 0.037, 0.101, 0.025, -0.443, 0.056, 0.106, 0.114, 0.051, 0.108, 0.013, -0.446, 0.100, 0.030, 0.079, 0.111, 0.092]
}

***

Entry 3:
{
  "formula": "C17H39N2OS5SiYb",
  "method": "the ωB97M-V functional and the def2-TZVPD basis",
  "homo_lumo_gap_ev": [8.3, 8.2],
  "energy_ha": -4294.679308,
  "e_above_lowest_kj_mol": 202.63,
  "charge": 2,
  "spin_multiplicity": 2,
  "homo_ev": [-13.561, -13.557],
  "elements": ["Yb", "C", "C", "S", "C", "C", "S", "C", "C", "S", "C", "C", "S", "H", "H", "H", "H", "H", "H", "H", "H", "H", "H", "H", "H", "H", "H", "H", "H", "C", "C", "N", "C", "C", "S", "C", "C", "N", "H", "H", "H", "H", "H", "H", "H", "H", "H", "H", "H", "H", "H", "H", "C", "Si", "C", "C", "O", "H", "H", "H", "H", "H", "H", "H", "H", "H"],
  "positions_angstrom": [[-0.660, 0.273, 0.399], [-0.269, -1.985, -2.800], [-1.590, -2.262, -2.099], [-2.536, -0.832, -1.479], [-3.026, 0.117, -2.968], [-1.971, 1.027, -3.590], [-1.293, 2.057, -2.243], [0.124, 2.914, -3.029], [1.160, 3.264, -1.962], [1.595, 1.739, -1.067], [2.701, 0.868, -2.242], [1.904, -0.205, -2.978], [0.978, -1.177, -1.726], [-0.410, -1.347, -3.669], [0.156, -2.933, -3.129], [-1.439, -2.862, -1.202], [-2.245, -2.809, -2.777], [-3.868, 0.710, -2.611], [-3.401, -0.597, -3.699], [-2.450, 1.675, -4.322], [-1.170, 0.472, -4.076], [-0.231, 3.833, -3.492], [0.532, 2.269, -3.807], [0.730, 3.916, -1.200], [2.054, 3.718, -2.389], [3.486, 0.417, -1.634], [3.143, 1.603, -2.914], [2.587, -0.862, -3.513], [1.200, 0.227, -3.688], [-0.185, 0.830, 3.633], [1.059, 1.409, 2.958], [1.473, 0.599, 1.789], [2.780, 1.005, 1.251], [2.687, 2.207, 0.306], [-0.793, 2.853, 0.693], [-1.817, 2.954, 2.206], [-2.353, 1.610, 2.673], [-1.313, 0.550, 2.706], [-0.501, 1.522, 4.416], [0.090, -0.107, 4.116], [1.853, 1.449, 3.711], [0.869, 2.423, 2.612], [1.559, -0.365, 2.103], [3.212, 0.150, 0.726], [3.478, 1.280, 2.049], [3.662, 2.501, -0.080], [2.196, 3.057, 0.781], [-2.659, 3.602, 1.977], [-1.233, 3.438, 2.989], [-3.147, 1.267, 2.001], [-2.798, 1.753, 3.663], [-1.771, -0.291, 3.045], [0.877, -4.263, 0.449], [-0.155, -3.055, 1.456], [0.620, -2.906, 3.172], [-1.957, -3.619, 1.590], [-0.150, -1.593, 0.721], [0.893, -5.247, 0.922], [1.911, -3.918, 0.367], [0.490, -4.396, -0.565], [0.627, -3.892, 3.644], [0.067, -2.243, 3.841], [1.660, -2.568, 3.128], [-2.170, -4.052, 2.570], [-2.196, -4.387, 0.850], [-2.653, -2.788, 1.437]],
  "nbo_charge": [1.438, -0.512, -0.525, 0.271, -0.527, -0.531, 0.286, -0.536, -0.539, 0.874, -0.540, -0.541, 0.297, 0.220, 0.256, 0.262, 0.258, 0.260, 0.260, 0.256, 0.206, 0.271, 0.224, 0.296, 0.262, 0.260, 0.265, 0.266, 0.219, -0.237, -0.249, -0.661, -0.234, -0.540, -0.515, -0.505, -0.237, -0.697, 0.226, 0.224, 0.212, 0.229, 0.413, 0.218, 0.234, 0.262, 0.283, 0.253, 0.219, 0.211, 0.222, 0.408, -1.139, 1.887, -1.141, -1.146, -1.331, 0.260, 0.240, 0.226, 0.267, 0.219, 0.228, 0.260, 0.250, 0.224]
}

***

Entry 4:
{
  "formula": "C17H40AsN5O3PRhSSi",
  "method": "the ωB97M-V functional and the def2-TZVPD basis",
  "homo_lumo_gap_ev": 7.1,
  "energy_ha": -4546.079476,
  "e_above_lowest_kj_mol": 19.93,
  "charge": 2,
  "homo_ev": -14.430,
  "elements": ["Rh", "C", "As", "C", "C", "S", "H", "H", "H", "H", "H", "H", "H", "H", "H", "C", "Si", "C", "C", "C", "C", "C", "C", "C", "C", "H", "H", "H", "H", "H", "H", "H", "H", "H", "H", "H", "H", "H", "H", "H", "H", "H", "H", "H", "H", "H", "N", "C", "P", "O", "O", "C", "N", "H", "H", "H", "H", "H", "H", "H", "H", "H", "H", "O", "N", "C", "C", "N", "C", "N"],
  "positions_angstrom": [[-0.475, -0.490, 0.346], [-1.439, 3.614, 1.152], [-2.713, 2.186, 1.259], [-2.764, 1.517, 3.055], [-4.449, 2.859, 0.806], [-2.355, 0.643, -0.222], [-1.655, 4.344, 1.931], [-1.526, 4.080, 0.171], [-0.443, 3.194, 1.275], [-3.011, 2.344, 3.721], [-1.788, 1.109, 3.307], [-3.518, 0.735, 3.131], [-4.715, 3.645, 1.512], [-5.174, 2.050, 0.860], [-4.416, 3.263, -0.205], [-1.487, -0.440, -3.059], [0.022, -0.577, -1.976], [1.194, 0.875, -2.350], [1.348, 0.962, -3.881], [2.584, 0.722, -1.720], [0.590, 2.204, -1.873], [0.708, -2.365, -2.007], [1.571, -2.562, -3.267], [-0.450, -3.371, -2.079], [1.551, -2.697, -0.773], [-1.184, -0.796, -4.050], [-1.837, 0.585, -3.168], [-2.321, -1.063, -2.745], [1.796, 0.071, -4.319], [1.999, 1.807, -4.120], [0.393, 1.141, -4.376], [3.111, -0.163, -2.075], [2.519, 0.664, -0.631], [3.195, 1.592, -1.981], [-0.403, 2.377, -2.291], [1.231, 3.024, -2.207], [0.520, 2.254, -0.785], [1.018, -2.352, -4.185], [1.885, -3.608, -3.318], [2.474, -1.953, -3.262], [-1.076, -3.235, -2.963], [-1.094, -3.320, -1.198], [-0.042, -4.382, -2.117], [2.434, -2.068, -0.678], [1.879, -3.738, -0.811], [0.974, -2.598, 0.161], [4.307, 1.179, 1.903], [3.017, 1.776, 2.400], [1.738, 0.459, 2.119], [2.528, -0.676, 1.541], [0.639, 1.093, 1.268], [1.085, -0.129, 3.722], [0.756, -1.557, 3.561], [4.727, 1.732, 1.156], [4.045, 0.230, 1.534], [5.003, 1.072, 2.642], [2.781, 2.648, 1.794], [3.132, 2.086, 3.435], [0.187, 0.428, 3.989], [1.829, 0.050, 4.505], [0.588, -1.979, 4.469], [1.547, -2.038, 3.139], [-0.655, -1.818, 2.693], [-1.600, -1.665, 2.334], [-1.720, -2.059, 1.027], [-2.932, -2.387, 0.742], [-3.298, -2.717, -0.601], [-3.643, -2.956, -1.668], [-3.956, -2.421, 1.746], [-4.767, -2.436, 2.558]],
  "nbo_charge": [0.505, -0.965, 1.479, -0.956, -0.951, -0.354, 0.261, 0.268, 0.268, 0.265, 0.240, 0.274, 0.267, 0.271, 0.270, -1.275, 1.920, -0.586, -0.618, -0.605, -0.616, -0.596, -0.613, -0.599, -0.592, 0.269, 0.257, 0.264, 0.222, 0.226, 0.221, 0.219, 0.185, 0.212, 0.217, 0.219, 0.208, 0.222, 0.232, 0.210, 0.228, 0.186, 0.228, 0.224, 0.234, 0.171, -0.693, -0.610, 2.132, -1.137, -1.140, -0.602, -0.848, 0.447, 0.486, 0.446, 0.265, 0.260, 0.230, 0.229, 0.406, 0.411, 0.512, -0.572, -0.066, 0.097, 0.213, -0.147, 0.197, -0.136]
}